[1]
69
Properties=species:S:1:pos:R:3:forces:R:3 method="wB97M-V/def2-TZVPD" largest_force_ev_per_a=2.99 total_energy_ha=-6627.54378 total_charge=0 homo_ev="-7.23 / -7.66" spin_multiplicity=3 gap_ev="7.21 / 7.59" relative_energy_ev=2.0379
V 0.35853 0.32811 0.09782 0.62 -0.96 0.96
O -6.28336 1.71586 0.93486 0.04 -0.11 -0.09
C -6.04602 2.72456 1.89878 0.00 0.11 0.17
N -4.66491 3.10294 1.81354 -0.22 0.01 -0.12
C -3.71203 2.52923 2.60395 0.07 0.07 -0.01
O -3.95674 1.87726 3.59483 0.01 -0.05 -0.02
C -2.30454 2.78617 2.13353 0.05 -0.04 -0.02
C -1.58364 3.92544 2.46555 -0.01 -0.09 -0.06
C -0.29663 4.06205 1.96882 -0.12 0.03 0.10
C 0.23335 3.05501 1.18423 0.18 -0.08 0.07
N -0.44614 1.94461 0.88303 -1.04 1.63 1.41
C -1.69219 1.82772 1.34496 -0.27 0.25 -0.03
H -7.11133 1.26607 1.12879 -0.01 0.04 0.04
H -6.22960 2.36645 2.91195 0.02 0.02 -0.01
H -6.66323 3.60439 1.69575 0.00 -0.04 -0.01
H -4.37587 3.52600 0.94566 0.12 -0.02 0.03
H -2.02443 4.68130 3.10244 0.01 0.05 -0.02
H 0.29754 4.93585 2.19350 0.03 -0.01 0.00
H 1.23725 3.11895 0.78488 -0.01 -0.04 0.05
H -2.24393 0.93996 1.05032 0.04 -0.03 0.05
Br 5.41996 1.40630 -2.75311 -0.05 0.01 0.00
C 4.45604 0.89465 -1.20838 0.02 -0.07 -0.12
C 4.49928 1.70198 -0.08360 -0.08 -0.05 0.11
N 3.88407 1.36329 1.04318 0.10 0.14 0.07
C 3.18868 0.23039 1.06693 0.11 -0.19 -0.13
C 3.04975 -0.61648 -0.03554 0.03 -0.05 0.20
C 3.72534 -0.27891 -1.19996 0.04 0.00 0.04
C 2.13585 -1.83940 0.04384 0.61 0.04 -0.16
O 2.59627 -2.95359 0.16776 -0.05 0.06 -0.10
O 0.87849 -1.52965 -0.02611 0.28 -1.04 -0.07
H 5.05662 2.63084 -0.07795 0.00 0.00 -0.07
H 2.75508 -0.03201 2.02401 -0.15 0.02 -0.05
H 3.67474 -0.90931 -2.07599 -0.02 -0.02 -0.02
O 0.34747 -0.21398 2.24184 0.42 0.38 -0.13
S -0.63570 -1.32558 1.98975 -1.05 -1.52 1.90
C -1.68622 -1.28622 3.46363 -0.17 0.23 -0.27
C -1.14413 -0.86748 4.66711 0.17 0.10 -0.01
C -1.93196 -0.87385 5.80502 -0.01 -0.05 -0.05
C -3.25219 -1.30083 5.73189 0.00 0.02 -0.02
C -3.78972 -1.70485 4.51968 -0.03 -0.05 0.13
C -3.00635 -1.69407 3.37558 0.03 0.00 -0.20
C 0.16849 -2.85721 2.48549 0.10 -0.01 -0.38
C -0.49824 -4.05347 2.27746 -0.08 0.04 -0.06
C 0.13954 -5.23908 2.59786 0.01 -0.01 0.01
C 1.43291 -5.21732 3.10232 0.11 -0.01 0.06
C 2.08224 -4.01255 3.31751 -0.11 -0.01 0.03
C 1.44364 -2.82073 3.01121 0.01 0.20 0.04
H -0.11364 -0.53582 4.69575 -0.01 0.01 0.05
H -1.51631 -0.55430 6.75127 0.01 0.02 -0.01
H -3.86343 -1.30871 6.62463 -0.02 0.00 -0.01
H -4.82024 -2.03002 4.46988 -0.01 0.02 -0.05
H -3.42082 -1.99781 2.42096 -0.02 0.00 0.01
H -1.50163 -4.05861 1.86832 0.01 -0.03 -0.04
H -0.36416 -6.18430 2.44610 -0.02 0.02 -0.04
H 1.94371 -6.14515 3.32352 -0.03 -0.02 0.01
H 3.09019 -3.99270 3.70834 0.01 -0.02 -0.01
H 1.93478 -1.86922 3.16877 0.03 -0.01 -0.06
Cl 1.03046 -1.12664 -3.36682 0.08 -0.21 -0.12
C 0.84407 0.54683 -3.74203 -0.23 0.56 0.72
C 0.81374 0.97324 -5.05375 0.06 -0.08 -0.01
C 0.60841 2.31350 -5.33898 0.04 0.08 -0.13
C 0.39586 3.21930 -4.31596 0.00 0.17 0.07
C 0.40017 2.78401 -3.00596 0.10 -0.66 0.11
Cl 0.02135 3.87819 -1.71711 0.00 0.36 -0.17
C 0.63829 1.43911 -2.64838 -0.04 0.07 -0.71
N 0.58399 1.00271 -1.36267 0.26 0.85 -2.85
H 0.93320 0.25269 -5.85108 0.07 -0.02 0.03
H 0.61051 2.65688 -6.36425 -0.03 -0.03 -0.02
H 0.21329 4.26422 -4.52677 0.00 0.00 0.00



[2]
45
Properties=species:S:1:pos:R:3:forces:R:3 method="wB97M-V/def2-TZVPD" largest_force_ev_per_a=1.21 total_energy_ha=-3084.39817 total_charge=+1 homo_ev="-11.62 / -11.61" spin_multiplicity=2 gap_ev="6.96 / 7.59" relative_energy_ev=0.0461
Fe 0.24096 0.29802 0.50937 0.13 -0.79 0.27
C -4.01514 -1.89667 3.32796 0.00 0.00 -0.02
S -3.84985 -0.30050 2.51098 0.07 0.03 0.03
C -2.20804 -0.34686 1.98631 -0.36 -0.31 0.05
S -1.67802 1.10434 1.16277 0.12 0.34 0.02
N -1.47992 -1.40003 2.18413 0.18 0.13 -0.05
N -0.21830 -1.22251 1.66627 -0.59 0.95 -0.45
C 0.62719 -2.15825 1.74198 0.64 -0.78 -0.29
C 1.92126 -1.91037 1.10042 -0.26 -0.61 0.00
C 2.89968 -2.87523 0.97263 0.33 0.15 0.02
C 4.06696 -2.53960 0.28365 -0.22 -0.15 0.14
C 4.19195 -1.27334 -0.25004 -0.05 0.11 0.00
C 3.13781 -0.37682 -0.10379 0.38 0.09 -0.23
N 2.03621 -0.69870 0.54554 -0.35 0.64 0.07
H -5.04127 -1.93099 3.68780 0.00 -0.01 0.01
H -3.32420 -1.97274 4.16283 0.00 0.01 0.00
H -3.84156 -2.70173 2.61953 0.00 0.00 0.00
H 0.36653 -3.12971 2.14519 0.02 0.06 0.29
H 2.76233 -3.85688 1.40377 -0.01 0.01 0.01
H 4.85703 -3.26835 0.16417 0.00 0.00 0.01
H 5.07949 -0.97648 -0.78931 -0.01 0.01 -0.01
H 3.16960 0.61550 -0.53610 -0.03 -0.02 0.01
C 1.01740 3.43048 2.15217 -0.01 -0.05 0.00
N 0.30020 3.81337 0.94283 -0.07 0.04 0.03
C -0.80127 4.74832 1.16239 0.01 -0.04 0.00
C 0.43068 3.07593 -0.17170 0.17 -0.02 0.02
O 0.99243 1.91888 -0.10264 0.09 0.12 -0.08
N 0.05401 3.54368 -1.36046 -0.08 -0.01 -0.09
C -0.03274 4.96383 -1.68300 0.01 0.00 0.01
C -0.02946 2.64556 -2.51205 0.00 0.02 0.03
H 1.25049 4.33465 2.71216 0.01 0.00 0.00
H 1.94362 2.92281 1.89989 -0.01 0.02 -0.01
H 0.40105 2.77894 2.77744 0.02 -0.01 0.01
H -1.31241 4.45475 2.08018 -0.01 0.01 0.00
H -1.51913 4.69465 0.35036 0.00 0.00 0.00
H -0.44072 5.77169 1.27049 -0.02 0.00 0.00
H 0.41812 5.56540 -0.89980 0.01 -0.01 -0.01
H -1.06511 5.27788 -1.83801 0.00 0.01 0.00
H 0.52162 5.13210 -2.60620 0.00 0.00 0.00
H -0.14162 1.61487 -2.19309 -0.01 0.00 0.03
H 0.86912 2.73476 -3.12517 0.00 0.00 -0.01
H -0.89503 2.93512 -3.10642 0.01 -0.01 -0.01
O -2.32037 -1.62096 -1.44151 0.08 0.10 -0.12
C -1.27754 -1.12610 -1.25260 -0.16 -0.24 0.14
N -0.17284 -0.66484 -1.06824 0.00 0.21 0.19



[3]
178
Properties=species:S:1:pos:R:3:forces:R:3 method="wB97M-V/def2-TZVPD" largest_force_ev_per_a=3.75 total_energy_ha=-3064.44378 total_charge=0 homo_ev=-8.93 smiles=COC[C@H](C)N.COC[C@H](C)N.COC[C@H](C)N.COC[C@H](C)N.COC[C@H](C)N.COC[C@H](C)N.COC[C@H](C)N.COC[C@H](C)N.COCCNCCOC.CCO.CCO spin_multiplicity=1 gap_ev=9.22 relative_energy_ev=5.9407
C -4.58487 -2.19370 4.19159 1.22 1.48 0.98
C -3.67973 -2.76483 3.05140 -1.17 0.72 1.56
C -2.62985 -3.82887 3.44789 0.23 0.97 -0.46
O -1.28176 -3.36814 3.84443 -1.76 0.36 -0.56
C -0.80144 -2.19880 3.11110 -0.68 -0.41 0.98
N -4.71216 -3.37361 2.26837 0.36 -0.49 -1.17
H -4.08204 -1.49823 4.86358 0.70 -0.31 0.36
H -5.08707 -2.91029 4.84151 0.20 -0.47 -0.29
H -5.35210 -1.49792 3.85198 -0.17 -0.46 -0.83
H -3.23881 -1.92080 2.52102 -0.04 -0.11 -0.18
H -2.56635 -4.55925 2.64128 0.57 0.34 -0.78
H -3.20863 -4.45055 4.13100 0.96 0.11 1.35
H -1.39715 -1.28977 3.19407 -0.60 -0.12 0.52
H -0.76656 -2.32103 2.02854 0.64 -0.54 -0.05
H 0.11108 -1.92991 3.64317 0.39 -0.36 -0.64
H -5.12008 -4.09807 2.84184 -0.30 -0.31 -0.19
H -4.25988 -3.79545 1.46989 -0.41 -0.42 -0.61
C 1.43482 -6.02819 0.91685 0.55 1.15 0.16
C 1.67072 -6.65945 2.28846 -1.56 -0.17 0.39
C 2.45042 -5.89294 3.31203 1.33 1.93 -0.35
O 3.57062 -5.33503 2.60647 -0.69 -0.76 -0.24
C 4.45945 -4.62274 3.41282 -0.58 -0.06 -0.28
N 0.31337 -7.02254 2.82770 0.96 -1.01 -0.23
H 1.03250 -5.01981 1.01394 -0.72 0.08 0.37
H 0.76133 -6.60773 0.28548 0.16 -0.12 0.18
H 2.34090 -5.74610 0.38061 0.32 -0.78 0.00
H 2.35858 -7.49927 2.19029 -0.83 -0.87 -0.47
H 2.82768 -6.50469 4.13150 -0.07 -0.59 0.02
H 1.93697 -5.07467 3.81691 -0.58 0.28 -0.20
H 5.10204 -4.12011 2.68995 0.37 0.12 0.54
H 4.97358 -5.29924 4.09554 0.43 0.07 0.05
H 3.87089 -3.91998 4.00259 0.26 0.48 0.22
H 0.35953 -7.38829 3.76802 0.14 -0.11 0.07
H -0.37985 -6.28828 2.84833 0.44 0.50 -0.29
C -2.57732 -6.08041 -0.56490 -0.64 -0.86 0.10
C -2.40040 -4.69288 -1.02093 1.19 1.49 -1.67
C -1.70323 -4.45489 -2.43357 1.02 -0.59 0.98
O -0.43821 -5.15132 -2.45138 -1.03 0.03 1.66
C 0.30470 -5.01757 -3.60087 0.03 -0.14 -1.19
N -3.61882 -3.90244 -0.95789 0.48 -0.68 0.16
H -1.78316 -6.72040 -0.94936 0.11 0.00 0.53
H -3.53007 -6.52073 -0.85898 -0.13 0.01 -0.23
H -2.61550 -5.95806 0.51754 0.21 -0.89 0.14
H -1.73173 -4.27608 -0.26777 0.48 0.44 -0.31
H -1.55139 -3.38017 -2.53369 0.39 0.45 0.24
H -2.25528 -4.67087 -3.34829 -0.60 -0.75 0.12
H -0.19749 -5.53963 -4.41534 -0.36 0.38 -0.54
H 1.25764 -5.54631 -3.57979 0.11 0.16 0.81
H 0.47431 -3.96409 -3.82332 0.11 0.12 -0.35
H -4.24358 -4.37226 -1.59745 -0.60 0.30 -0.18
H -3.38278 -2.99865 -1.34202 -0.51 0.27 0.05
C -2.88036 0.11081 -4.82660 -0.50 -1.47 -1.32
C -3.08543 1.58173 -4.90816 -0.07 -1.01 0.84
C -4.18164 2.02451 -3.98905 -1.27 -0.90 0.72
O -4.28229 3.43467 -3.99132 0.78 -0.28 0.57
C -5.00934 4.02468 -2.94974 -0.63 1.12 0.15
N -1.86445 2.22808 -4.55135 0.39 2.91 -0.70
H -2.53325 -0.28951 -3.87406 -0.49 0.33 0.35
H -2.14785 -0.28251 -5.53146 0.31 0.56 -0.21
H -3.79500 -0.35829 -5.18920 -0.14 -0.39 0.51
H -3.48426 1.88030 -5.87765 0.96 0.06 -0.58
H -3.97853 1.49998 -3.05539 0.26 0.86 0.98
H -5.14863 1.58195 -4.22811 -0.36 0.03 -0.66
H -4.81854 3.71431 -1.92242 0.11 -0.96 -0.11
H -6.07627 4.02846 -3.17278 -0.24 -0.49 0.19
H -4.78265 5.08799 -2.87168 0.41 0.13 -0.58
H -1.44131 2.18565 -3.63524 -0.12 -1.87 0.52
H -2.28861 3.12253 -4.35098 0.74 1.49 -0.75
C -7.78341 -0.48678 0.31213 -0.39 -0.19 -2.36
C -6.97589 -1.35510 -0.71593 0.79 -0.95 1.84
C -5.68127 -0.69838 -1.28576 -0.05 1.00 1.42
O -4.65879 -1.48934 -1.88658 -1.15 0.40 -0.73
C -5.05716 -1.74474 -3.20875 -0.53 -0.65 -0.54
N -6.55085 -2.46027 0.15944 0.17 -0.36 -1.08
H -7.09112 -0.17246 1.09318 -0.30 0.28 -0.04
H -8.60253 -1.09804 0.69096 0.43 -0.33 0.35
H -8.34353 0.30173 -0.19048 0.48 0.67 0.21
H -7.53789 -1.88607 -1.48424 -0.53 0.77 -0.27
H -5.11507 -0.33783 -0.42698 -0.45 0.59 0.32
H -5.94500 0.12333 -1.95159 0.11 0.27 -0.14
H -5.44289 -0.86998 -3.73231 0.39 0.51 0.10
H -5.93663 -2.38854 -3.19637 0.14 -0.65 -0.17
H -4.23112 -2.15525 -3.78947 -0.14 -0.19 0.19
H -6.26782 -2.13571 1.07303 0.23 -0.05 0.09
H -5.71590 -2.77437 -0.31416 0.41 -0.89 0.61
C 3.14347 -0.19953 4.74848 -0.37 0.28 -1.50
C 3.26484 0.83180 3.52607 0.29 -2.11 2.42
C 2.19655 1.81338 3.55711 -2.91 -1.21 -0.81
O 2.14831 2.49638 2.33412 -0.76 1.72 0.26
C 1.01090 3.38898 2.31955 0.37 -0.45 -0.73
N 4.45486 1.51070 3.71559 3.60 0.99 -0.38
H 2.17298 -0.69291 4.69510 -0.18 0.08 0.34
H 3.29870 0.28820 5.71083 -0.23 0.20 -0.08
H 3.87927 -1.00147 4.68870 0.21 0.25 -0.29
H 3.25908 0.28979 2.58040 -0.02 -0.08 0.12
H 2.16451 2.49527 4.40687 0.28 -0.07 0.23
H 1.34631 1.13151 3.57313 -1.23 0.48 0.40
H 0.08801 2.82346 2.44822 -0.14 -0.27 -0.42
H 1.06485 3.90435 1.36060 -0.34 -0.18 -0.01
H 0.92842 4.15963 3.08596 0.88 -0.02 0.46
H 4.33216 2.18329 4.45900 0.24 0.08 0.18
H 4.68663 2.04537 2.89066 0.21 0.18 -0.09
C -2.64790 11.03799 2.91366 -0.35 -0.68 0.00
C -2.80846 9.70333 3.66272 -0.75 1.16 -0.91
C -1.72658 8.66610 3.37063 -1.21 -0.96 2.06
O -1.92644 8.14501 2.11535 1.28 -0.31 -2.74
C -1.07605 7.02892 1.71797 -1.06 0.32 0.89
N -2.98158 9.93271 5.08620 1.04 -0.43 0.52
H -1.69484 11.51590 3.14029 0.20 -0.09 -0.41
H -3.42052 11.73680 3.23429 -0.14 -0.05 0.04
H -2.84289 10.81176 1.86537 0.59 0.47 -0.24
H -3.71903 9.26098 3.25862 -0.15 -0.19 0.15
H -2.01360 7.84165 4.02330 0.34 -0.09 0.88
H -0.71564 8.95294 3.66014 0.32 0.38 -0.48
H -1.72343 6.15209 1.72966 -0.01 -0.19 -0.16
H -0.28398 6.81849 2.43661 0.14 0.34 0.07
H -0.65040 7.13964 0.72064 -0.14 0.42 0.08
H -2.10920 10.37526 5.33758 0.41 -0.05 0.69
H -3.63871 10.66796 5.30458 -0.50 -0.07 -0.45
C 6.58810 3.33258 -3.91021 0.23 -1.16 -1.32
C 5.71183 4.27422 -3.14684 0.96 -0.57 0.74
C 5.28529 3.65265 -1.82481 -0.23 -1.07 0.35
O 4.09325 4.21967 -1.32900 0.68 1.07 0.03
C 3.44730 3.44511 -0.37233 -0.26 -0.78 0.30
N 6.52064 5.46229 -2.85514 -0.76 -0.20 0.12
H 7.53907 3.00590 -3.48947 -0.23 0.16 0.84
H 6.92809 3.74632 -4.85958 -0.29 0.37 -0.19
H 6.03365 2.43535 -4.18528 0.01 -0.15 0.03
H 4.84892 4.54344 -3.75593 -0.33 -0.28 0.06
H 6.11465 3.65795 -1.11754 0.26 1.03 0.33
H 5.13579 2.57329 -1.79803 -0.30 -0.49 -1.21
H 2.92283 4.08920 0.33350 -0.27 -0.10 -0.38
H 4.04855 2.77893 0.24639 0.95 0.42 0.16
H 2.84088 2.69349 -0.87773 -0.86 0.27 -0.04
H 6.81305 5.78685 -3.76578 0.13 0.60 0.00
H 5.81191 6.08396 -2.49275 0.39 0.93 0.12
C -1.45920 3.72209 -0.71825 0.56 -0.06 -0.28
O -0.91634 2.39522 -0.92730 0.88 2.68 -0.54
C -1.83578 1.42368 -0.71691 -0.97 -2.47 0.18
C -1.29949 0.00562 -0.97772 -0.38 -0.47 1.03
N -0.18861 -0.36285 -0.11574 -0.92 1.01 0.40
C 0.64723 -1.40749 -0.62300 -0.43 -0.06 0.98
C 1.72300 -1.70570 0.39138 2.24 0.19 -1.35
O 3.07279 -1.28186 -0.06100 -0.53 -2.40 1.62
C 3.39038 0.05892 -0.19120 -0.81 0.18 -1.28
H -2.35476 3.87188 -1.32126 -0.35 -0.22 0.28
H -0.79534 4.52574 -1.03690 0.63 -0.59 -0.46
H -1.58358 3.98046 0.33335 -0.57 -0.59 0.26
H -2.76620 1.46892 -1.28292 -0.05 0.61 -0.66
H -2.20877 1.43250 0.30725 0.18 -0.01 0.58
H -1.10000 -0.36279 -1.98399 0.11 0.95 -0.66
H -2.15261 -0.60924 -0.69095 -0.35 -0.27 0.09
H 0.30208 0.47021 0.17639 0.44 -0.02 -0.19
H 0.97041 -1.20023 -1.64314 0.51 -0.29 -0.16
H 0.09296 -2.34528 -0.58508 -0.59 0.00 -0.66
H 1.80667 -2.79120 0.44426 0.41 0.12 0.28
H 1.45137 -1.31663 1.37267 0.22 0.24 0.03
H 3.01237 0.63389 0.65414 0.02 0.47 -0.38
H 2.99000 0.27097 -1.18259 -0.59 1.38 0.09
H 4.45306 0.20786 -0.38257 0.29 -0.33 0.72
C 6.10829 -0.77777 -3.52187 0.59 -1.38 -0.06
C 7.62495 -0.55697 -3.51547 -1.20 0.51 -0.87
O 8.02164 -0.26823 -4.88877 0.07 -0.15 1.30
H 5.74225 -0.81798 -2.49596 -0.19 0.26 -0.07
H 5.99350 -1.79487 -3.89662 -0.36 -0.12 -0.07
H 5.50776 -0.16432 -4.19355 0.36 0.49 0.29
H 8.11639 -1.46483 -3.16567 0.04 0.01 0.06
H 7.83205 0.25312 -2.81621 0.50 0.29 -0.23
H 8.97238 -0.40126 -4.88970 0.15 0.11 -0.33
C 5.42792 -5.01313 -1.52714 1.33 -0.84 -1.56
C 4.66819 -4.02880 -0.81537 -2.43 1.77 2.11
O 5.30920 -2.79743 -0.66393 1.69 0.69 -0.57
H 6.42439 -5.21481 -1.13413 -0.16 -0.20 0.30
H 5.58557 -4.56028 -2.50600 0.19 -0.32 -0.37
H 4.83037 -5.91509 -1.65940 0.25 -0.14 0.07
H 4.34965 -4.27652 0.19718 -0.06 -0.93 0.14
H 3.74343 -3.83584 -1.35913 -0.41 -0.21 -0.26
H 4.64749 -2.15912 -0.38772 -0.37 0.02 0.16